# 1
C46H46N12O2PbS3Se | wB97M-V/def2-TZVPD

```
111
Properties=species:S:1:pos:R:3
Pb 0.150 0.355 0.329
N 2.592 -1.072 4.202
C 1.569 -0.772 3.401
N 1.510 0.270 2.630
C 2.591 1.144 2.593
N 2.576 2.228 1.880
N 1.430 2.363 1.132
C 1.185 3.508 0.636
C -0.011 3.671 -0.206
C -0.347 4.905 -0.733
C -1.495 5.011 -1.508
C -2.264 3.883 -1.728
C -1.854 2.679 -1.171
N -0.756 2.575 -0.428
C 3.782 0.827 3.378
C 4.944 1.605 3.334
C 6.040 1.253 4.090
C 5.994 0.120 4.908
C 4.858 -0.660 4.967
C 3.756 -0.300 4.197
H 2.546 -1.896 4.781
H 0.735 -1.465 3.412
H 1.835 4.358 0.828
H 0.278 5.766 -0.537
H -1.783 5.965 -1.929
H -3.168 3.923 -2.319
H -2.421 1.769 -1.321
H 4.956 2.481 2.701
H 6.936 1.856 4.058
H 6.856 -0.148 5.505
H 4.818 -1.536 5.603
N -3.907 -6.847 1.516
C -3.740 -5.628 0.945
C -2.487 -4.982 0.996
C -2.325 -3.733 0.451
C -3.420 -3.108 -0.156
C -4.663 -3.733 -0.231
C -4.820 -4.982 0.319
S -3.220 -1.552 -0.845
O -4.439 -0.992 -1.327
O -2.265 -1.899 -2.078
N -2.291 -0.647 0.025
C -2.706 -0.223 1.266
N -3.899 -0.532 1.764
C -4.177 -0.056 2.971
C -3.289 0.725 3.702
C -2.070 0.981 3.113
N -1.772 0.511 1.901
H -3.113 -7.369 1.839
H -4.757 -7.360 1.368
H -1.650 -5.480 1.469
H -1.352 -3.256 0.467
H -5.492 -3.227 -0.707
H -5.784 -5.473 0.277
H -5.154 -0.310 3.368
H -3.541 1.109 4.679
H -1.304 1.572 3.603
S -1.972 -0.615 -3.176
C -0.222 -0.680 -3.233
N 0.571 0.056 -2.513
C 1.881 -0.137 -2.892
C 2.986 0.505 -2.317
C 4.236 0.220 -2.806
C 4.411 -0.697 -3.859
C 3.339 -1.339 -4.435
C 2.065 -1.053 -3.939
S 0.534 -1.659 -4.439
H 2.842 1.218 -1.513
H 5.102 0.713 -2.385
H 5.409 -0.896 -4.226
H 3.479 -2.039 -5.248
C 7.257 -1.476 -0.914
C 6.555 -2.402 0.071
C 5.283 -1.779 0.633
C 4.514 -2.688 1.584
N 4.004 -3.888 0.934
C 2.858 -3.952 0.220
Se 1.631 -2.580 -0.001
N 2.751 -5.193 -0.292
C 1.731 -5.624 -1.245
C 1.934 -5.068 -2.651
C 3.289 -5.343 -3.308
C 4.438 -4.455 -2.822
C 3.841 -5.957 0.116
C 4.201 -7.272 -0.146
C 5.383 -7.721 0.414
C 6.183 -6.887 1.203
C 5.828 -5.574 1.455
C 4.639 -5.127 0.895
H 8.174 -1.922 -1.296
H 7.517 -0.525 -0.444
H 6.608 -1.265 -1.766
H 7.235 -2.648 0.894
H 6.317 -3.345 -0.428
H 4.613 -1.488 -0.183
H 5.531 -0.864 1.183
H 3.651 -2.160 1.989
H 5.143 -3.013 2.415
H 0.762 -5.306 -0.859
H 1.750 -6.713 -1.249
H 1.757 -3.989 -2.625
H 1.138 -5.501 -3.263
H 3.164 -5.184 -4.381
H 3.557 -6.399 -3.198
H 4.112 -3.415 -2.731
H 5.269 -4.483 -3.528
H 4.836 -4.772 -1.858
H 3.594 -7.922 -0.762
H 5.699 -8.740 0.235
H 7.102 -7.276 1.618
H 6.458 -4.928 2.051
```

The value obtained for the LUMO energy is -0.1933 Ha. As for the charge: +2. As for the gap between HOMO and LUMO: 6.69 eV. As for the energy relative to the best compared isomer or geometry (same formula, charge and spin): 1.4 kcal/mol.

Atom charges from the Löwdin analysis, given in e for atoms 1 to 2:
1. Pb 1.3173
2. N 0.1364

# 2
C2HF2OP | wB97M-V/def2-TZVPD

```
7
Properties=species:S:1:pos:R:3
O 1.745 -0.606 -2.152
P 0.466 -0.974 -1.575
C 0.332 0.357 0.169
C -0.825 0.203 0.795
F -1.325 0.795 1.952
F -1.717 -0.681 0.374
H 1.324 0.905 0.437
```

The value obtained for the LUMO energy is -0.0464 Ha. As for the SMILES: O=PC=C(F)F. As for the gap between HOMO and LUMO: 8.62 eV. As for the energy relative to the best compared isomer or geometry (same formula, charge and spin): 55.6 kcal/mol.

Atom charges from the Löwdin analysis, given in e for atoms 1 to 2:
1. O -0.5210
2. P 0.9397

Question: Which value of energy relative to the best compared isomer or geometry (same formula, charge and spin) does entry 2 give?
Answer: 55.6 kcal/mol

Question: energy relative to the best compared isomer or geometry (same formula, charge and spin) of number 2 (C2HF2OP)?
Answer: 55.6 kcal/mol